# 1
The following is a quantum chemistry calculation of a structure of composition C6H10FeO6 at a distorted geometry, from the Open Molecules 2025 dataset.

The charge is +2. Its spin multiplicity is 5. The HOMO energy (spin up / spin down) is -16.0 / -16.0 eV. For the HOMO-LUMO gap (spin up / spin down), the calculation gives 4.022 / 3.330 eV.

Positions of all 23 atoms, in Å:
O (2.77, 2.24, 0.31)
C (2.48, 1.10, -0.18)
O (2.16, 0.12, 0.60)
C (0.84, 0.16, 1.24)
C (0.25, -1.23, 1.20)
C (-0.34, -1.68, -0.13)
C (-1.18, -0.67, -0.88)
O (-2.21, -0.18, -0.02)
C (-3.00, 0.77, -0.49)
O (-3.01, 1.18, -1.63)
O (-3.74, 1.24, 0.50)
H (0.23, 0.89, 0.69)
H (0.99, 0.51, 2.26)
H (-0.52, -1.24, 1.99)
H (1.02, -1.95, 1.51)
H (-0.95, -2.59, 0.05)
H (0.46, -1.99, -0.81)
H (-1.64, -1.14, -1.76)
H (-0.58, 0.18, -1.23)
H (-4.31, 1.95, 0.16)
Fe (3.36, -0.91, -1.90)
O (3.29, 0.79, -1.11)
H (3.61, 2.44, -0.37)

Results of the natural (NBO) charge analysis, in e, for atoms 1 through 5:
1 O -0.517
2 C 1.041
3 O -0.460
4 C -0.093
5 C -0.446

***

# 2
The following is a quantum chemistry calculation of a cluster of 2 separate species, C3H5Br2Cl3 in total at a distorted geometry, from the Open Molecules 2025 dataset.

The charge is +1. The energy above the lowest of the compared OMol25 structures with the same formula, charge and spin comes out at 0.0 kJ/mol. Its spin multiplicity is 2. The HOMO energy (spin up / spin down) is -14.5 / -14.2 eV. For the HOMO-LUMO gap (spin up / spin down), the calculation gives 10.266 / 4.020 eV.

Positions of all 13 atoms, in Å:
Br (-18.18, -9.91, -20.69)
C (-18.60, -8.17, -19.77)
C (-17.67, -7.04, -20.12)
Br (-15.94, -7.42, -19.23)
H (-18.51, -8.46, -18.72)
H (-19.64, -7.89, -19.95)
H (-18.05, -6.06, -19.83)
H (-17.55, -6.98, -21.20)
C (-16.43, -6.40, -15.84)
Cl (-14.89, -5.53, -15.68)
Cl (-17.59, -5.62, -16.85)
Cl (-17.23, -6.55, -14.28)
H (-16.21, -7.37, -16.29)

Results of the natural (NBO) charge analysis, in e, for atoms 1 through 5:
1 Br 0.214
2 C -0.446
3 C -0.458
4 Br 0.497
5 H 0.244

***

# 3
The following is a quantum chemistry calculation of a cluster of 2 separate species, C3H11O in total at a distorted geometry, from the Open Molecules 2025 dataset.

The charge is +1. The energy above the lowest of the compared OMol25 structures with the same formula, charge and spin comes out at 156.7 kJ/mol. The HOMO energy is -14.8 eV. For the HOMO-LUMO gap, the calculation gives 9.257 eV.

Positions of all 15 atoms, in Å:
O (-1.59, 2.16, 0.19)
H (-2.13, 1.81, 0.90)
H (-2.33, 2.48, -0.41)
H (-0.62, 1.77, 0.23)
C (-0.37, -0.87, 0.66)
C (0.55, -1.29, -0.49)
C (1.85, -0.52, -0.50)
H (-0.64, 0.13, 0.65)
H (-1.35, -1.56, 0.68)
H (0.14, -0.97, 1.65)
H (0.78, -2.43, -0.50)
H (0.05, -1.08, -1.44)
H (2.61, -1.31, -0.72)
H (2.04, -0.23, 0.55)
H (1.98, 0.24, -1.17)

Results of the natural (NBO) charge analysis, in e, for atoms 1 through 5:
1 O -0.840
2 H 0.563
3 H 0.617
4 H 0.640
5 C -0.580

***

# 4
The following is a quantum chemistry calculation of a structure of composition C54H50AsI2N7OSiV at a distorted geometry, from the Open Molecules 2025 dataset.

The charge is 0. The energy above the lowest of the compared OMol25 structures with the same formula, charge and spin comes out at 124.8 kJ/mol. Its spin multiplicity is 4. The HOMO energy (spin up / spin down) is -6.7 / -6.8 eV. For the HOMO-LUMO gap (spin up / spin down), the calculation gives 6.223 / 6.240 eV.

Positions of all 117 atoms, in Å:
V (0.11, 1.03, 0.15)
N (2.45, 4.42, 2.81)
C (1.86, 3.22, 2.94)
N (1.78, 2.33, 2.01)
C (2.40, 2.59, 0.79)
N (2.55, 1.69, -0.11)
N (2.00, 0.40, 0.21)
C (2.93, -0.48, 0.01)
C (3.02, -1.84, 0.56)
C (4.16, -2.57, 0.26)
C (4.36, -3.79, 0.89)
C (3.43, -4.22, 1.81)
C (2.31, -3.42, 2.05)
N (2.10, -2.26, 1.42)
C (2.93, 3.93, 0.52)
C (3.37, 4.32, -0.74)
C (3.84, 5.60, -0.94)
C (3.89, 6.50, 0.13)
C (3.45, 6.13, 1.39)
C (2.96, 4.84, 1.57)
H (2.45, 5.06, 3.58)
H (1.41, 3.02, 3.91)
H (3.82, -0.10, -0.48)
H (4.87, -2.18, -0.46)
H (5.24, -4.38, 0.67)
H (3.55, -5.15, 2.35)
H (1.54, -3.72, 2.76)
H (3.31, 3.61, -1.55)
H (4.17, 5.91, -1.92)
H (4.27, 7.51, -0.02)
H (3.48, 6.83, 2.22)
I (-1.49, 8.65, -2.06)
C (-0.89, 6.70, -1.67)
C (-0.29, 5.94, -2.67)
C (0.11, 4.64, -2.40)
I (0.97, 3.52, -3.93)
C (-0.06, 4.05, -1.12)
O (0.33, 2.85, -0.82)
C (-0.70, 4.84, -0.14)
C (-0.97, 4.24, 1.22)
N (-1.58, 2.90, 1.16)
C (-2.79, 2.88, 0.35)
C (-2.58, 2.26, -1.01)
C (-3.24, 2.73, -2.13)
C (-3.01, 2.15, -3.36)
C (-2.12, 1.09, -3.45)
C (-1.52, 0.68, -2.28)
N (-1.72, 1.24, -1.08)
C (-1.10, 6.14, -0.42)
H (-0.14, 6.35, -3.66)
H (-0.04, 4.16, 1.78)
H (-1.62, 4.93, 1.76)
H (-1.79, 2.56, 2.09)
H (-3.54, 2.29, 0.88)
H (-3.22, 3.88, 0.22)
H (-3.91, 3.58, -2.03)
H (-3.49, 2.53, -4.25)
H (-1.88, 0.61, -4.38)
H (-0.82, -0.14, -2.29)
H (-1.59, 6.72, 0.35)
C (-5.18, 1.27, 3.48)
C (-4.03, 1.10, 4.25)
C (-2.89, 0.53, 3.69)
C (-2.84, 0.13, 2.34)
C (-4.01, 0.36, 1.59)
C (-5.16, 0.90, 2.14)
Si (-1.25, -0.65, 1.59)
C (-1.95, -2.34, 0.90)
C (-3.29, -2.68, 0.69)
C (-3.69, -3.96, 0.29)
C (-2.74, -4.96, 0.11)
C (-1.40, -4.66, 0.32)
C (-1.03, -3.38, 0.70)
C (-0.40, -1.24, 3.20)
C (0.68, -0.51, 3.71)
C (1.32, -0.85, 4.90)
C (0.89, -1.96, 5.62)
C (-0.18, -2.71, 5.14)
C (-0.81, -2.35, 3.95)
H (-6.07, 1.70, 3.92)
H (-4.03, 1.39, 5.29)
H (-2.02, 0.38, 4.32)
H (-4.01, 0.14, 0.52)
H (-6.04, 1.04, 1.53)
H (-4.08, -1.97, 0.85)
H (-4.74, -4.18, 0.14)
H (-3.05, -5.96, -0.19)
H (-0.65, -5.44, 0.21)
H (0.02, -3.17, 0.86)
H (1.05, 0.34, 3.13)
H (2.16, -0.26, 5.26)
H (1.38, -2.23, 6.54)
H (-0.53, -3.58, 5.69)
H (-1.65, -2.95, 3.60)
C (1.55, -1.53, -3.48)
As (0.59, -2.38, -1.97)
C (-1.01, -2.93, -2.96)
C (1.57, -4.10, -1.97)
C (1.41, -4.95, -3.19)
C (0.42, -5.93, -3.23)
C (0.23, -6.71, -4.37)
C (1.02, -6.52, -5.49)
C (2.02, -5.55, -5.46)
C (2.21, -4.77, -4.32)
H (1.25, -1.93, -4.44)
H (2.62, -1.68, -3.35)
H (1.37, -0.45, -3.46)
H (-0.74, -3.44, -3.88)
H (-1.61, -2.05, -3.19)
H (-1.60, -3.59, -2.32)
H (1.22, -4.62, -1.08)
H (2.61, -3.84, -1.80)
H (-0.21, -6.08, -2.36)
H (-0.55, -7.47, -4.37)
H (0.88, -7.13, -6.37)
H (2.65, -5.40, -6.33)
H (3.00, -4.02, -4.31)

Results of the Löwdin charge analysis, in e, for atoms 1 through 5:
1 V 0.685
2 N 0.119
3 C -0.168
4 N 0.130
5 C -0.319

***

# 5
The following is a quantum chemistry calculation of a structure of composition C18H10Br2Co2O6Zn at a distorted geometry, from the Open Molecules 2025 dataset.

The charge is -2. The energy above the lowest of the compared OMol25 structures with the same formula, charge and spin comes out at 0.0 kJ/mol. The HOMO energy is -2.0 eV. For the HOMO-LUMO gap, the calculation gives 6.070 eV.

Positions of all 39 atoms, in Å:
Br (-5.21, -3.04, 1.91)
Zn (-3.24, -3.94, 1.15)
Br (-2.41, -5.82, 0.18)
C (-1.73, -2.42, 1.89)
C (-1.76, -1.74, 0.62)
C (-0.60, -2.08, -0.08)
C (0.25, -2.88, 0.76)
C (-0.45, -3.10, 2.00)
C (0.16, -3.79, 3.04)
C (1.47, -4.24, 2.87)
C (2.18, -4.00, 1.68)
C (1.57, -3.32, 0.62)
H (-2.36, -2.23, 2.76)
H (-2.56, -1.07, 0.29)
H (-0.31, -1.79, -1.09)
H (-0.39, -3.93, 3.97)
H (1.97, -4.78, 3.68)
H (3.21, -4.36, 1.57)
H (2.10, -3.12, -0.32)
O (4.18, 2.46, -0.22)
C (3.23, 3.11, -0.33)
Co (1.75, 4.01, -0.59)
C (0.85, 3.75, 0.90)
O (0.26, 3.58, 1.88)
C (2.01, 5.72, -0.81)
O (2.18, 6.86, -0.96)
C (1.00, 3.08, -2.22)
C (0.52, 1.80, -1.93)
C (0.80, 0.54, -1.59)
Co (-0.80, 3.03, -2.09)
C (-1.99, 2.61, -0.79)
O (-2.89, 2.50, -0.08)
C (-1.65, 2.42, -3.54)
O (-2.20, 2.10, -4.50)
C (-1.16, 4.78, -2.24)
O (-1.33, 5.91, -2.36)
H (1.56, 3.36, -3.12)
H (0.06, 0.00, -1.02)
H (1.73, 0.04, -1.87)

Results of the natural (NBO) charge analysis, in e, for atoms 1 through 5:
1 Br -0.788
2 Zn 1.421
3 Br -0.766
4 C -0.646
5 C -0.275

***

Among the records above, which one has the lowest charge?
C18H10Br2Co2O6Zn